This record from OMol25 describes a 10-piece molecular cluster, C6H31NO10 overall at a distorted geometry. The level of theory is the ωB97M-V functional and the def2-TZVPD basis.

Values from the calculation:
Energy relative to the best compared isomer or geometry (same formula, charge and spin)   22.0 kcal/mol
F_max   0.0547 hartree/bohr
SMILES   CCCC(=O)NCC.O.O.O.O.O.O.O.O.O
Frontier orbital gap   9.9 eV

Atoms and positions in Å:
C 1.831 2.538 1.856
C 1.693 2.616 0.327
C 1.517 1.187 -0.266
C 0.112 0.642 -0.048
O -0.553 0.962 0.945
N -0.239 -0.401 -0.817
C -1.301 -1.376 -0.459
C -0.802 -2.745 -0.917
H 1.737 1.548 2.306
H 1.089 3.126 2.397
H 2.795 2.882 2.242
H 2.661 2.877 -0.102
H 0.910 3.311 0.040
H 1.833 1.204 -1.307
H 1.938 0.468 0.401
H 0.377 -0.739 -1.535
H -2.234 -1.008 -0.846
H -1.282 -1.434 0.627
H -1.287 -3.309 -1.715
H -0.902 -3.437 -0.078
H 0.273 -2.795 -1.048
O -3.369 -0.659 2.372
H -3.839 -1.450 2.097
H -2.742 -1.016 3.022
O -0.322 -0.504 3.736
H -0.448 0.252 4.315
H -0.488 -0.055 2.879
O 3.566 -0.809 -1.300
H 3.531 -1.525 -1.940
H 3.823 -0.096 -1.901
O -2.514 1.083 -1.732
H -2.515 1.469 -0.836
H -3.093 0.346 -1.545
O -3.809 1.213 0.564
H -4.168 2.049 0.898
H -3.611 0.711 1.393
O 1.923 1.010 -3.349
H 1.030 0.758 -3.687
H 2.072 1.813 -3.868
O 0.469 -3.148 2.440
H 0.377 -2.367 2.979
H 1.420 -3.163 2.231
O -0.747 1.343 -3.975
H -1.129 1.165 -3.103
H -1.256 0.810 -4.594
O 2.797 -2.230 0.969
H 2.946 -1.284 1.123
H 2.256 -2.116 0.178

Forces on the atoms, in the same order (eV/Å):
0.1 0.5 1.0
0.9 -1.8 0.5
-2.2 1.7 0.0
0.0 -0.2 0.5
-0.1 0.0 -0.4
-0.5 -0.6 -0.1
2.1 0.2 0.0
-0.5 -1.5 0.7
-0.2 -0.2 -0.5
-0.1 0.1 -0.2
0.1 0.2 -0.3
-0.2 0.7 0.1
0.0 0.0 -0.3
0.0 -0.7 0.3
1.6 -0.4 0.0
0.3 0.4 -0.1
-0.4 -0.5 0.1
-0.6 0.4 0.1
-0.1 0.7 -0.4
-0.2 0.0 0.2
0.2 0.4 -0.4
0.3 -0.8 0.7
-0.3 0.0 -0.2
0.1 0.5 -0.1
-0.5 0.6 -0.8
0.1 -0.1 0.6
0.2 -0.4 -0.1
0.3 0.1 -0.7
0.0 -0.5 0.2
-0.2 0.3 0.3
0.1 0.5 0.0
0.1 0.1 -0.2
-0.4 -0.1 -0.4
-0.3 0.3 1.1
0.0 -0.2 -0.3
0.1 0.2 -0.8
-0.3 -0.1 -0.8
0.4 0.3 0.4
0.1 -0.1 0.2
0.4 -0.5 -0.3
-0.2 0.5 0.5
-0.4 0.1 -0.1
0.4 -0.3 -0.3
-0.5 0.1 0.3
-0.1 0.1 0.1
-0.3 0.7 -0.1
0.5 -0.3 0.4
-0.1 -0.5 -0.1